1.
Molecular formula: C14H25N5O6Tl
Method: DFT, the ωB97M-V functional and the def2-TZVPD basis

Atoms and positions in Å:
O: 0.25991 -1.18083 -3.54929
H: 0.76452 -1.23538 -4.41602
Tl: 0.36279 0.36143 -0.44838
N: 1.71519 -1.58297 -0.53228
N: -0.62108 -1.91269 0.31484
N: 0.95732 2.51322 -0.00467
N: -1.08767 1.21845 0.96612
O: 2.94666 -1.41564 -0.47313
O: 1.76972 3.27832 -0.83588
O: -2.03598 0.49407 1.59521
O: -1.85841 -1.98607 0.72080
C: -0.07285 -3.04229 -0.23476
C: 1.22076 -2.86067 -0.74277
C: 0.16059 3.22236 0.80484
C: -0.90540 2.48675 1.40220
C: 1.94606 -3.80694 -1.59627
H: 1.63680 -3.67426 -2.64102
H: 1.73944 -4.83900 -1.30703
H: 3.02141 -3.63011 -1.53005
C: -0.84169 -4.31190 -0.30997
H: -1.76072 -4.17457 -0.90122
H: -1.13752 -4.66048 0.69282
H: -0.24449 -5.10339 -0.77882
C: 0.35015 4.68355 0.99578
C: -1.75696 3.07804 2.45447
H: 1.04172 5.12007 0.25949
H: 0.72589 4.90928 2.00748
H: -0.62542 5.19135 0.91396
H: -2.43067 2.32353 2.87595
H: -2.36457 3.90568 2.05200
H: -1.14416 3.50448 3.26505
H: 2.04680 2.61560 -1.50808
H: -1.97228 -0.49254 1.19025
C: -1.60211 -0.62330 -2.96365
H: -1.45057 -1.48494 -3.58193
H: -1.23280 0.39693 -3.20023
H: -2.15001 -0.51957 -2.02024
O: 1.17172 0.83752 -2.39072
H: 0.41556 -0.26431 -3.14357
H: 0.74115 1.64000 -2.77076
C: 2.89479 -0.25644 4.14003
C: 3.11783 0.84832 3.30681
C: 2.44623 0.92185 2.08971
N: 1.58819 -0.01922 1.68356
C: 1.33823 -1.05390 2.49441
C: 1.98556 -1.22797 3.70450
H: 3.40597 -0.34721 5.08660
H: 3.80102 1.67240 3.56388
H: 2.57098 1.76837 1.38493
H: 0.58626 -1.76294 2.12969
H: 1.75582 -2.12428 4.27955

Calculated values
* Kohn-Sham gap (alpha / beta): 0.234 / 0.209 hartree
* molar mass: 563.8 g mol⁻¹
* multiplicity: 1
* E_HOMO (alpha / beta): -10.94 / -10.27 eV
* total charge: +1
* relative energy (zero: lowest compared OMol25 entry of this formula, charge and spin): 92.8 kJ/mol

=====

2.
Molecular formula: C14H26AlBBeBr2Cl6F2LiNO11P
Method: DFT, the ωB97M-V functional and the def2-TZVPD basis

Atoms and positions in Å:
C: 4.82688 1.84136 -3.66278
C: 5.35045 0.34954 -3.40747
C: 4.43755 -0.47555 -2.36506
O: 3.04360 -0.08789 -2.37586
C: 2.33305 -0.67286 -3.45132
O: 0.93334 -0.33052 -3.25214
C: 0.45150 0.48177 -4.30900
O: -0.63980 0.17437 -4.79900
O: 1.09730 1.63262 -4.81326
P: 0.61622 3.08796 -4.01140
C: 1.54133 3.11006 -2.33884
O: -1.04911 3.04648 -3.59036
H: 5.63686 2.40806 -4.23623
H: 4.66016 2.42364 -2.69361
H: 3.90193 1.86803 -4.33324
H: 5.52737 -0.24565 -4.35607
H: 6.37504 0.46458 -2.90510
H: 4.61550 -1.59810 -2.49059
H: 4.83206 -0.19794 -1.32383
H: 2.65467 -0.32723 -4.48524
H: 2.36392 -1.85014 -3.45597
H: 0.78796 2.95056 -1.49184
H: 2.37167 2.33087 -2.35774
H: 2.05608 4.11493 -2.16114
H: -1.07765 2.58952 -2.72101
C: 1.79244 -3.22055 0.14641
Cl: 2.38771 -1.60871 0.55971
Cl: 1.46356 -4.14880 1.64222
Cl: 0.30430 -3.06491 -0.80055
Cl: 3.06312 -4.09086 -0.80432
Be: 0.62111 -3.94166 4.11433
C: 0.98213 6.75959 -0.94382
Cl: 2.35554 5.87037 -0.27166
Cl: 0.52842 6.14239 -2.54079
H: 0.13269 6.65669 -0.27176
H: 1.25398 7.80914 -1.03690
Br: 2.80622 -3.74917 -3.36433
C: 0.45137 0.46112 8.06723
C: 0.36838 0.13316 6.59947
O: 1.25126 0.42650 5.81434
N: -0.74996 -0.51961 6.15272
C: -1.89816 -0.95094 6.91947
H: 1.38971 0.97541 8.27065
H: -0.37234 1.12003 8.35282
H: 0.42456 -0.45630 8.65981
H: -0.73464 -0.70532 5.16012
H: -1.99881 -2.03149 6.81569
H: -2.78981 -0.46807 6.50473
H: -1.80637 -0.69800 7.97696
B: -3.52432 -1.44871 -4.77402
O: -4.80577 -1.87727 -4.19143
C: -5.50795 -2.47252 -5.15984
O: -6.60096 -2.93848 -5.01664
C: -4.71843 -2.45613 -6.41071
O: -5.05790 -2.90791 -7.46714
O: -3.55132 -1.85250 -6.18552
F: -2.44340 -2.08278 -4.09723
F: -3.39617 -0.01309 -4.66670
Li: -3.75984 0.79595 -2.95015
C: -5.62442 -1.69085 7.53102
O: -4.51309 -2.27185 6.87912
H: -5.27315 -1.17625 8.43887
H: -6.10654 -0.96502 6.86824
H: -6.33641 -2.46796 7.81532
H: -4.84653 -2.71787 6.08889
Br: 1.30034 -5.80709 -1.48591
Al: -4.09909 0.43007 8.50187

Calculated values
* Kohn-Sham gap: 0.057 hartree
* molar mass: 879.6 g mol⁻¹
* multiplicity: 1
* E_HOMO: -14.50 eV
* total charge: +3

=====

3.
Molecular formula: C14H26B2Br2F2IMg2N3NaO12PS
Method: DFT, the ωB97M-V functional and the def2-TZVPD basis

Atoms and positions in Å:
C: -5.19767 2.05217 0.11341
C: -3.86744 1.17168 0.48507
C: -2.63614 1.57346 -0.43600
N: -1.26678 1.65511 0.16265
C: -1.21745 2.31592 1.53834
P: -2.22235 3.94946 1.62265
S: -1.84376 4.95983 3.28304
C: 0.30125 2.75861 1.82347
I: 0.90423 4.65404 0.75978
N: 1.36311 1.77813 1.47974
C: 0.88328 0.42425 1.08034
B: 0.70939 -0.46571 2.41923
O: 1.75109 -1.38853 2.84727
O: -0.43646 -0.40206 3.32065
C: -0.37452 0.44249 0.02905
C: 0.46709 0.69430 -1.38204
N: -0.33292 0.95976 -2.57159
C: -1.04306 -0.95688 -0.23953
C: -2.06831 -1.57694 0.79340
O: -3.15077 -2.25637 0.05193
C: -2.74382 -3.56985 -0.33847
O: -3.15702 -4.51771 0.38173
H: -4.95378 3.00015 -0.47072
H: -6.02785 1.41363 -0.34152
H: -5.60558 2.40076 1.14001
H: -4.17453 0.09383 0.19578
H: -3.69818 1.15297 1.60881
H: -2.87481 2.63698 -0.84067
H: -2.68968 0.91792 -1.38399
H: -0.78930 2.39559 -0.41127
H: -1.67922 1.63799 2.34247
H: -2.11799 4.74420 0.43650
H: -3.62913 3.61159 1.74252
H: 0.36596 3.00743 2.95037
H: 2.09540 2.16109 0.84583
H: 1.77814 -0.06394 0.52633
H: 2.60299 -1.15708 2.42196
H: -0.61336 -1.30344 3.66962
H: 1.17746 1.57826 -1.13086
H: 1.16054 -0.21348 -1.54353
H: -0.82344 0.15990 -2.97580
H: -0.87601 1.82583 -2.57048
H: -0.12067 -1.77474 -0.38802
H: -1.57089 -0.94228 -1.27285
H: -2.45805 -0.89205 1.61718
H: -1.52260 -2.43960 1.34483
H: -2.12368 -3.81136 -1.27636
Br: 0.88619 -2.79507 0.13075
Mg: 2.09482 6.85992 1.13190
B: 3.49169 -6.19745 -0.60493
O: 4.93861 -6.06511 -0.85213
C: 5.09169 -5.65920 -2.11032
O: 6.16101 -5.45179 -2.63521
C: 3.77518 -5.50728 -2.73994
O: 3.56457 -5.15217 -3.87733
O: 2.82484 -5.82101 -1.86480
F: 3.08850 -5.31259 0.44754
F: 3.17086 -7.55015 -0.26143
O: 5.35803 7.62824 0.35763
H: 5.83886 8.35577 -0.02902
Na: 3.16287 2.93746 1.71730
Br: -1.59519 4.11434 5.97843
C: 3.16597 -3.40200 -6.52028
O: 1.96686 -3.52747 -6.31142
O: 3.86430 -4.18701 -7.18844
O: 3.87290 -2.46428 -6.10562
Mg: -0.37526 4.80156 7.87704

Calculated values
* Kohn-Sham gap: 0.055 hartree
* molar mass: 909.3 g mol⁻¹
* multiplicity: 1
* E_HOMO: -6.96 eV

=====

4.
Molecular formula: C14H26Br4Cl6O2
Method: DFT, the ωB97M-V functional and the def2-TZVPD basis

Atoms and positions in Å:
C: -2.43493 -2.13369 2.92338
Cl: -2.51320 -3.79963 3.63861
Cl: -1.24465 -0.99757 3.59050
Cl: -4.01627 -1.43074 2.78684
H: -2.08905 -2.22872 1.89409
C: 4.67315 4.03542 0.12093
Cl: 3.51053 5.08404 0.90804
Cl: 6.18240 3.98272 1.08643
Cl: 5.00006 4.36225 -1.57838
H: 4.20457 3.05413 0.19572
C: -3.46608 1.60536 -1.57084
C: -4.35099 0.68091 -0.74233
C: -4.39442 -0.54874 -1.62506
O: -3.17605 -0.61813 -2.27198
C: -2.58018 0.61038 -2.40015
H: -2.82834 2.15656 -0.87978
H: -4.03659 2.17058 -2.30782
H: -5.31451 1.18517 -0.66847
H: -3.85464 0.48790 0.20871
H: -5.09947 -0.40253 -2.44337
H: -4.65300 -1.44796 -1.06592
H: -2.62024 0.94463 -3.43686
H: -1.56184 0.63815 -2.01247
C: 2.53676 1.83272 3.85594
C: 2.88314 1.47178 2.39502
C: 3.07720 -0.02921 2.37220
O: 3.54704 -0.31656 3.63340
C: 2.79845 0.50506 4.57004
H: 1.46466 2.00591 3.94933
H: 3.04045 2.71392 4.25329
H: 3.88716 1.79861 2.12441
H: 2.17891 1.94599 1.71144
H: 3.85423 -0.44030 1.72775
H: 2.11484 -0.52659 2.25148
H: 3.24443 0.63329 5.55633
H: 1.88872 -0.00427 4.88795
Br: -2.45280 -5.15237 -3.25070
C: -1.93114 -3.31039 -3.62721
C: -0.44682 -3.20546 -4.02878
Br: -0.15704 -1.26128 -4.25460
H: -2.16014 -2.65419 -2.78753
H: -2.53148 -2.99107 -4.47911
H: -0.29558 -3.63619 -5.01858
H: 0.30295 -3.51168 -3.29929
Br: -0.76519 -1.66286 -0.48017
C: 1.17926 -1.18524 -0.75541
C: 1.28519 0.40246 -0.93423
Br: 3.21082 0.80471 -1.18181
H: 1.46801 -1.65558 -1.69535
H: 1.73951 -1.62962 0.06723
H: 0.94253 0.97153 -0.07003
H: 0.75943 0.69659 -1.84261

Calculated values
* Kohn-Sham gap (alpha / beta): 0.322 / 0.097 hartree
* molar mass: 758.7 g mol⁻¹
* multiplicity: 2
* E_HOMO (alpha / beta): -11.67 / -11.67 eV
* total charge: +1

=====

5.
Molecular formula: C14H26ClN2O3S
Method: DFT, the ωB97M-V functional and the def2-TZVPD basis

Atoms and positions in Å:
C: -1.33483 3.11027 4.60163
N: -1.99125 2.17806 3.65921
C: -1.04039 1.11288 3.36860
C: -1.52270 0.18697 2.31657
N: -0.89313 -0.92561 2.07506
C: -1.40043 -1.76869 0.99841
C: -0.13605 -2.44730 0.41179
C: 0.33872 -3.53265 1.33718
O: 0.77041 -3.35525 2.37789
Cl: 0.19902 -5.19193 0.70869
C: -2.05225 -0.78606 -0.00290
O: -3.13739 -1.32072 -0.66872
O: -1.25264 0.08867 -0.65941
C: -0.87819 -0.30174 -2.01154
C: -0.14355 0.87402 -2.69203
C: -0.08543 2.15002 -1.81801
C: 1.23878 0.50480 -3.27742
C: 2.13909 -0.40158 -2.42588
C: 2.24764 0.00064 -0.95223
C: 3.56257 -0.30537 -3.03403
S: -2.88519 0.35230 1.27116
H: -1.03491 2.57424 5.51134
H: -0.42424 3.51176 4.17370
H: -2.01498 3.88764 4.91980
H: -2.74029 1.76366 4.20764
H: -0.86647 0.50327 4.26641
H: -0.11641 1.57688 3.03432
H: -0.08392 -1.13202 2.65641
H: -2.14715 -2.46182 1.36811
H: 0.63102 -1.68275 0.37237
H: -0.32331 -2.85358 -0.57117
H: -2.88631 -2.20836 -0.97140
H: -1.76298 -0.53520 -2.59357
H: -0.28890 -1.21623 -1.96450
H: -0.76285 1.16592 -3.53528
H: -1.10114 2.51082 -1.69648
H: 0.42531 1.99512 -0.87906
H: 0.45939 2.87947 -2.40580
H: 1.12072 0.06331 -4.26572
H: 1.76729 1.44571 -3.42168
H: 1.82784 -1.44400 -2.51222
H: 1.29617 0.14973 -0.44971
H: 2.91891 0.84185 -0.82817
H: 2.74051 -0.82625 -0.43231
H: 3.97936 0.64056 -2.69868
H: 4.18161 -1.14978 -2.75700
H: 3.46294 -0.22169 -4.11137

Calculated values
* Kohn-Sham gap: 0.336 hartree
* molar mass: 337.9 g mol⁻¹
* multiplicity: 1
* E_HOMO: -13.01 eV
* total charge: +1
* relative energy (zero: lowest compared OMol25 entry of this formula, charge and spin): 0.0 kJ/mol